# 1
{
  "formula": "C40H50AuBN4O5",
  "method": "wB97M-V/def2-TZVPD",
  "elements": ["Au", "C", "O", "C", "C", "C", "C", "C", "C", "O", "C", "O", "C", "H", "H", "H", "H", "H", "H", "H", "H", "H", "C", "C", "C", "C", "C", "C", "C", "C", "C", "C", "C", "C", "N", "B", "N", "C", "C", "C", "C", "C", "C", "C", "C", "C", "C", "C", "C", "C", "C", "H", "H", "H", "H", "H", "H", "H", "H", "H", "H", "H", "H", "H", "H", "H", "H", "H", "H", "H", "H", "H", "H", "H", "H", "H", "H", "H", "H", "H", "H", "H", "H", "H", "H", "H", "H", "C", "N", "C", "C", "C", "O", "N", "C", "O", "H", "H", "H", "H", "H"],
  "positions_angstrom": [[-0.35319, 0.05868, 0.61042], [0.40954, 6.98237, 1.04385], [1.68422, 6.49668, 0.64839], [1.84496, 5.14808, 0.60427], [3.14667, 4.71829, 0.26802], [3.39510, 3.37945, 0.25373], [2.40020, 2.40485, 0.51471], [2.78581, 1.01169, 0.45525], [4.24275, 0.62307, 0.60184], [1.99464, 0.07862, 0.24914], [1.08270, 2.84460, 0.85136], [0.10358, 2.08325, 1.21986], [0.84750, 4.24727, 0.88528], [0.46131, 8.06573, 0.98734], [0.17914, 6.67947, 2.06836], [-0.37482, 6.61658, 0.38188], [3.91133, 5.45119, 0.05014], [4.39833, 3.04945, 0.01243], [4.78115, 1.27748, 1.28395], [4.73713, 0.65968, -0.37286], [4.28082, -0.40410, 0.95842], [-0.15507, 4.55058, 1.14920], [0.99032, -2.20731, -1.90212], [-1.43691, -3.10264, -1.44072], [-1.61605, -4.12837, -2.55521], [-2.31394, -3.43013, -0.22372], [-2.30868, -4.74579, 0.23330], [-2.95870, -5.11033, 1.40103], [-3.61619, -4.14738, 2.14543], [-3.67229, -2.82544, 1.71404], [-4.32486, -1.77441, 2.59514], [-3.54173, -1.63937, 3.90560], [-5.80434, -2.06930, 2.84593], [-3.05164, -2.47770, 0.50789], [-3.22639, -1.14240, 0.04606], [-2.31577, -0.02647, 0.01833], [-3.07052, 1.01806, -0.61180], [-4.34270, 0.52724, -0.94854], [-4.44501, -0.75128, -0.55018], [-2.68731, 2.35917, -0.93166], [-1.84984, 2.59828, -2.02495], [-1.57484, 3.91908, -2.36423], [-2.11230, 4.96876, -1.63836], [-2.88229, 4.70673, -0.51558], [-3.16549, 3.39928, -0.13367], [-3.92016, 3.13018, 1.15398], [-5.32999, 3.71954, 1.12909], [-3.11472, 3.64077, 2.35309], [-1.24170, 1.47884, -2.84756], [-1.77258, 1.49403, -4.28295], [0.28808, 1.53520, -2.82098], [0.94468, -2.61262, -2.91022], [2.02022, -2.20711, -1.54277], [0.63627, -1.18224, -1.91402], [-2.63025, -1.67685, -2.06063], [-1.41307, -5.15742, -2.26520], [-0.99890, -3.85952, -3.41060], [-2.65799, -4.07069, -2.87463], [-1.75941, -5.50437, -0.31001], [-2.93224, -6.14044, 1.73473], [-4.09275, -4.42294, 3.07998], [-4.25779, -0.81666, 2.08289], [-3.60949, -2.55314, 4.50355], [-3.94614, -0.81859, 4.50300], [-2.48546, -1.43667, 3.71287], [-5.93366, -2.99182, 3.41970], [-6.35660, -2.17639, 1.90967], [-6.26173, -1.25855, 3.41769], [-5.07465, 1.14200, -1.45030], [-5.27763, -1.43084, -0.64607], [-0.93577, 4.12885, -3.21521], [-1.90806, 5.99051, -1.93443], [-3.26474, 5.53044, 0.07898], [-4.00887, 2.04913, 1.26597], [-5.29720, 4.80917, 1.03597], [-5.86296, 3.47964, 2.05237], [-5.91168, 3.33108, 0.28954], [-3.02244, 4.73140, 2.33144], [-2.10882, 3.21279, 2.35228], [-3.60994, 3.36808, 3.28892], [-1.53461, 0.53381, -2.39447], [-1.44334, 2.39076, -4.81563], [-2.86473, 1.47764, -4.30171], [-1.40650, 0.62420, -4.83536], [0.66140, 2.48035, -3.22326], [0.70712, 0.72704, -3.42916], [0.67193, 1.43341, -1.80094], [1.36680, -5.04012, -1.85475], [0.64738, -4.38104, -0.76032], [0.80868, -4.89202, 0.46943], [0.53739, -4.22811, 1.62138], [0.18765, -2.83765, 1.57294], [0.01902, -2.13447, 2.54091], [0.03736, -2.26671, 0.27821], [0.11506, -3.01990, -0.92646], [-1.67863, -1.83653, -2.01708], [1.39795, -6.10834, -1.64912], [2.38878, -4.66754, -1.94146], [0.86494, -4.89680, -2.80025], [1.19706, -5.90463, 0.49054], [0.64643, -4.70583, 2.58267]],
  "homo_ev": [-6.69, -7.36],
  "orbital_gap_ev": [7.02, 5.18],
  "e_lumo_ev": [0.3234, -2.1791],
  "spin_multiplicity": 3
}

# 2
{
  "formula": "C40H50F18N4O12",
  "method": "wB97M-V/def2-TZVPD",
  "elements": ["N", "C", "C", "C", "C", "H", "H", "H", "H", "H", "N", "C", "C", "C", "C", "H", "H", "H", "H", "H", "N", "C", "C", "C", "C", "H", "H", "H", "H", "H", "N", "C", "C", "C", "C", "H", "H", "H", "H", "H", "C", "C", "O", "C", "O", "C", "F", "F", "F", "H", "H", "H", "H", "H", "C", "C", "O", "C", "O", "C", "F", "F", "F", "H", "H", "H", "H", "H", "C", "C", "O", "C", "O", "C", "F", "F", "F", "H", "H", "H", "H", "H", "C", "C", "O", "C", "O", "C", "F", "F", "F", "H", "H", "H", "H", "H", "C", "C", "O", "C", "O", "C", "F", "F", "F", "H", "H", "H", "H", "H", "C", "C", "O", "C", "O", "C", "F", "F", "F", "H", "H", "H", "H", "H"],
  "positions_angstrom": [[-4.05984, 2.03914, 1.20822], [-4.38118, 3.00083, 0.31814], [-3.31687, 3.83109, 0.14147], [-2.25253, 3.29148, 1.02285], [-2.81091, 2.24933, 1.69562], [-4.58873, 1.23138, 1.48358], [-5.33923, 3.12016, -0.15037], [-3.19003, 4.66295, -0.55687], [-1.26364, 3.70045, 1.13298], [-2.35442, 1.67016, 2.45926], [5.04127, 2.51028, -1.35829], [5.17517, 2.03710, -2.60591], [5.00741, 3.09651, -3.43244], [4.69603, 4.25392, -2.70804], [4.82002, 3.86334, -1.41837], [5.12976, 1.95322, -0.52463], [5.50095, 1.04005, -2.84455], [5.05063, 3.03089, -4.49012], [4.58523, 5.24351, -3.11115], [4.64740, 4.36434, -0.50071], [-1.02083, -5.56596, 4.40399], [-2.15069, -4.72427, 4.41544], [-1.75311, -3.44565, 4.23249], [-0.31195, -3.50956, 4.13994], [0.08620, -4.78837, 4.26304], [-1.05490, -6.57031, 4.52943], [-3.12884, -5.16185, 4.42249], [-2.40761, -2.55282, 4.25738], [0.30069, -2.60826, 4.13125], [1.14955, -5.06096, 4.22041], [0.28198, 6.02137, -0.76885], [1.57826, 5.60252, -0.50325], [1.81806, 5.70040, 0.83257], [0.60041, 6.27446, 1.37512], [-0.31388, 6.44477, 0.40546], [-0.13436, 6.03046, -1.68246], [2.21004, 5.31752, -1.33514], [2.72370, 5.42746, 1.34543], [0.51533, 6.39346, 2.46239], [-1.38259, 6.70150, 0.51061], [3.72423, -2.66247, -0.95693], [4.92692, -2.41270, -0.03157], [4.44889, -1.97362, 1.27643], [4.24514, -0.72829, 1.51597], [4.56505, 0.26582, 0.85073], [3.58303, -0.40651, 2.87388], [2.50780, 0.32761, 2.70913], [3.23656, -1.53718, 3.49540], [4.44576, 0.26311, 3.62192], [4.14407, -3.13782, -1.86512], [3.08252, -1.77366, -1.11019], [3.09843, -3.39176, -0.45036], [5.55817, -1.64847, -0.49069], [5.48567, -3.29568, 0.19412], [-4.76978, 0.74122, 8.59191], [-3.80529, 1.75674, 7.99639], [-2.51571, 1.05375, 7.67881], [-2.56175, 0.48801, 6.51051], [-3.40213, 0.36153, 5.66543], [-1.13687, -0.10744, 6.32617], [-0.89157, -0.52398, 5.07487], [-0.24675, 0.81287, 6.59765], [-0.96971, -1.13832, 7.16613], [-5.77999, 1.16796, 8.55713], [-4.45446, 0.55251, 9.61092], [-4.77275, -0.17840, 7.97950], [-3.48658, 2.49911, 8.75594], [-3.97099, 2.35019, 7.12391], [-0.83462, -4.19231, -2.79218], [-1.55906, -2.87308, -3.00612], [-1.75163, -2.68606, -4.42111], [-1.99914, -1.51395, -4.85832], [-2.18614, -0.44738, -4.21818], [-2.28235, -1.44789, -6.39866], [-1.95541, -2.59907, -7.04482], [-3.57804, -1.19115, -6.54114], [-1.60058, -0.50816, -7.07352], [-0.97253, -4.54231, -1.77544], [0.18247, -4.08245, -3.12725], [-1.33150, -4.89361, -3.41787], [-1.07736, -1.99548, -2.58634], [-2.56906, -3.02580, -2.57108], [1.62939, 0.15060, -4.74181], [1.84166, -1.07004, -5.66190], [2.97490, -1.93087, -5.31806], [4.15125, -1.43861, -5.64644], [4.44695, -0.34626, -6.05780], [5.23310, -2.46416, -5.29513], [4.90611, -3.00295, -4.11690], [5.25486, -3.51280, -6.18591], [6.45979, -1.95606, -5.18360], [0.64339, 0.57016, -4.95952], [2.38107, 0.92439, -4.86511], [1.57353, -0.27948, -3.73541], [2.09190, -0.80661, -6.70423], [1.00410, -1.76922, -5.65638], [-4.40542, 0.06239, -2.24949], [-3.27897, -0.08847, -1.27973], [-3.38631, -1.40058, -0.63687], [-4.29482, -1.51280, 0.27381], [-5.02312, -0.65359, 0.65413], [-4.50064, -2.96095, 0.71803], [-4.55073, -3.80964, -0.34676], [-3.47964, -3.33875, 1.49336], [-5.60960, -3.13395, 1.42230], [-5.33732, 0.03242, -1.67124], [-4.38812, -0.69115, -3.05441], [-4.41457, 1.05214, -2.72086], [-3.12919, 0.66536, -0.52380], [-2.29388, -0.14789, -1.79313], [1.99116, 1.75635, -0.94387], [0.52984, 1.70705, -0.68493], [0.19612, 0.58033, 0.28680], [0.14777, -0.57610, -0.19489], [0.31163, -0.92905, -1.35852], [-0.24991, -1.58209, 0.87366], [-0.38593, -2.81261, 0.48917], [0.65802, -1.50811, 1.87907], [-1.41793, -1.13672, 1.42483], [2.24620, 2.54825, -1.64620], [2.31030, 0.83228, -1.40505], [2.60685, 1.89317, -0.04045], [-0.11920, 1.62751, -1.53624], [0.20049, 2.61569, -0.15492]],
  "homo_ev": -8.23,
  "orbital_gap_ev": 8.77,
  "e_lumo_ev": 0.5463,
  "spin_multiplicity": 1
}

Relative energy (zero: lowest compared OMol25 entry of this formula, charge and spin), respectively: 19.6 0.0 kcal/mol.
E_tot, respectively: -2309.98726 -4473.72145 hartree.